Entry 1:
This record from OMol25 describes the molecule C16H14N2O4S2 in a non-equilibrium geometry. The level of theory is the ωB97M-V functional and the def2-TZVPD basis.

Computed properties:
max |F|	1.5	eV Å⁻¹
HOMO energy	-8.779	eV
gap between HOMO and LUMO	0.3092	Eh
structure (SMILES)	CC(=O)c1cccc(NS(=O)(=O)c2ccc(-c3cc(C)no3)s2)c1
spin multiplicity	1

Last column: natural (NBO) charge in e.
CARTESIAN COORDINATES (ANGSTROEM)
C 3.9129 3.8674 -0.8735  -0.718
C 2.9178 2.7389 -0.7753  0.581
O 1.9364 2.6877 -1.4822  -0.537
C 3.1965 1.6829 0.2355  -0.142
C 4.1055 1.8370 1.2804  -0.201
C 4.2803 0.8083 2.1888  -0.194
C 3.5735 -0.3744 2.0671  -0.252
C 2.6640 -0.5404 1.0237  0.238
N 1.9168 -1.7036 0.9054  -0.879
S 1.3202 -2.2770 -0.5544  2.333
O 0.9452 -3.6287 -0.2809  -0.923
O 2.2256 -1.9993 -1.6238  -0.912
C -0.1328 -1.2980 -0.7800  -0.572
C -0.4397 -0.5074 -1.8488  -0.197
C -1.6782 0.1344 -1.6978  -0.217
C -2.2954 -0.1827 -0.5114  -0.224
C -3.5581 0.2910 -0.0300  0.274
C -4.4894 1.1440 -0.5738  -0.327
C -5.5132 1.1997 0.4037  0.151
C -6.7774 1.9729 0.3529  -0.642
N -5.2012 0.4441 1.4252  -0.123
O -4.0008 -0.1219 1.1729  -0.266
S -1.3453 -1.2903 0.4316  0.541
C 2.4800 0.4954 0.1189  -0.222
H 4.9230 3.4764 -0.9638  0.231
H 3.8560 4.4829 0.0222  0.233
H 3.6764 4.4828 -1.7377  0.240
H 4.6639 2.7513 1.3998  0.215
H 4.9802 0.9250 3.0028  0.219
H 3.7206 -1.1730 2.7794  0.212
H 2.1097 -2.4383 1.5674  0.425
H 0.2134 -0.3964 -2.6948  0.255
H -2.0963 0.8055 -2.4243  0.233
H -4.4527 1.6501 -1.5144  0.233
H -6.5619 3.0356 0.2559  0.227
H -7.3451 1.8006 1.2620  0.239
H -7.3692 1.6661 -0.5077  0.227
H 1.7902 0.3906 -0.7010  0.240

---

Entry 2:
This record from OMol25 describes C16H14N4O7S3SbTi as an isolated structure. The level of theory is the ωB97M-V functional and the def2-TZVPD basis.

Computed properties:
expectation value of S²	0.75
max |F|	0.9	eV Å⁻¹
HOMO energy (spin up / spin down)	-8.854 / -8.844	eV
gap between HOMO and LUMO (spin up / spin down)	0.2761 / 0.2340	Eh
spin multiplicity	2

Last column: Löwdin spin population.
CARTESIAN COORDINATES (ANGSTROEM)
Ti 0.8767 -0.4180 -1.2315  0.019
C 2.6565 -3.9411 -0.5476  0.000
C 2.9056 -3.2025 -1.6892  0.000
C 1.8461 -2.8146 -2.5103  0.000
C 0.5402 -3.1635 -2.1758  0.001
C 0.2966 -3.9045 -1.0188  0.000
C 1.3511 -4.2926 -0.2138  0.000
H 3.4737 -4.2273 0.1006  0.000
H 3.9135 -2.9012 -1.9410  0.000
H 2.0390 -2.2492 -3.4116  0.000
H -0.2752 -2.8771 -2.8262  0.001
H -0.7197 -4.1587 -0.7493  0.000
H 1.1615 -4.8568 0.6898  0.000
O 3.2460 -0.7363 1.7288  0.000
C 2.2156 -0.3447 1.2567  0.001
O 1.4912 -1.0696 0.3950  0.002
C 1.5698 0.9551 1.6406  0.000
C 1.8935 1.4973 2.8730  0.000
C 1.2491 2.6437 3.3044  0.000
C 0.2708 3.2648 2.5511  0.000
C -0.0527 2.7113 1.3319  0.003
C 0.6170 1.5841 0.8153  0.005
O 0.3801 1.1747 -0.4069  0.029
N -1.1403 3.3326 0.5720  0.005
O -1.2323 4.5395 0.6101  0.001
O -1.8913 2.5915 -0.0362  0.006
N 1.5951 3.2117 4.6135  0.000
O 0.9553 4.1723 4.9927  0.000
O 2.4239 2.6222 5.2755  0.000
H 2.6435 1.0178 3.4847  0.000
H -0.2291 4.1533 2.9064  0.000
S 0.8183 3.4571 -2.4457  0.841
Sb 1.6029 1.5422 -3.6437  0.049
S 2.9134 0.4133 -1.9544  0.012
S -0.2053 0.0116 -3.3707  0.025
C -4.1006 0.0795 -2.1066  0.000
N -3.4763 -0.0737 -0.7956  0.000
C -4.2015 0.3013 0.4171  0.000
C -2.2922 -0.5989 -0.7014  0.001
N -1.2352 -1.0704 -0.6195  0.001
H -4.5335 1.0769 -2.1724  0.000
H -4.8815 -0.6676 -2.2601  0.000
H -3.3393 -0.0162 -2.8769  0.000
H -4.7951 1.1872 0.2003  0.000
H -3.4884 0.5498 1.1975  0.000
H -4.8565 -0.5063 0.7479  0.000

---

Entry 3:
This record from OMol25 describes C16H14N6ReSSe as an isolated structure in a non-equilibrium geometry. The level of theory is the ωB97M-V functional and the def2-TZVPD basis.

Computed properties:
expectation value of S²	3.92
max |F|	1.3	eV Å⁻¹
HOMO energy (spin up / spin down)	-14.435 / -14.493	eV
gap between HOMO and LUMO (spin up / spin down)	0.2847 / 0.2531	Eh
net charge	+2
spin multiplicity	4

Last column: Löwdin spin population.
CARTESIAN COORDINATES (ANGSTROEM)
Re 0.4544 -0.4585 -0.1590  2.926
Se -5.9557 3.8170 0.4491  -0.001
N -4.3868 3.9081 1.2549  -0.001
C -3.6651 2.9309 0.7696  0.000
C -2.2912 2.6644 1.1797  0.001
C -1.6138 3.4317 2.1328  0.021
C -0.3162 3.1086 2.4591  -0.001
C 0.2869 2.0293 1.8330  0.024
N -0.3434 1.2822 0.9191  0.028
C -1.6265 1.5988 0.5951  0.016
C -2.2668 0.7551 -0.4046  0.020
N -1.5177 -0.2684 -0.9140  0.020
C -2.0768 -1.0625 -1.8388  0.025
C -3.3722 -0.8856 -2.2905  -0.003
C -4.1294 0.1435 -1.7780  0.027
C -3.5702 0.9861 -0.8140  0.000
C -4.2963 2.1018 -0.2156  0.000
N -5.5289 2.4077 -0.5285  -0.002
H -2.1268 4.2669 2.5944  0.001
H 0.2402 3.6774 3.1905  0.000
H 1.3064 1.7568 2.0719  0.001
H -1.4591 -1.8608 -2.2215  -0.004
H -3.7683 -1.5584 -3.0374  -0.001
H -5.1483 0.3191 -2.1021  0.001
C 0.9782 -2.0146 -1.1850  -0.214
H 1.4881 -1.9942 -2.1530  0.006
H 0.6806 -3.0404 -0.9449  0.006
S 2.5629 -0.1820 0.9895  0.092
C 3.6322 -1.4431 0.4389  0.009
N 3.7654 -2.6168 1.0214  -0.001
C 4.8239 -3.4352 0.3973  0.000
C 5.3432 -2.4998 -0.7212  0.000
N 4.4817 -1.3118 -0.5591  0.000
H 3.2333 -2.8970 1.8284  0.001
H 4.4072 -4.3592 0.0063  0.000
H 5.5908 -3.6786 1.1269  0.000
H 5.2172 -2.9268 -1.7121  0.000
H 6.3867 -2.2293 -0.5876  0.000
H 4.5804 -0.4626 -1.0909  0.001

---

Entry 4:
This record from OMol25 describes the molecule C16H14O3. The level of theory is the ωB97M-V functional and the def2-TZVPD basis.

Computed properties:
max |F|	0.9	eV Å⁻¹
HOMO energy	-9.340	eV
gap between HOMO and LUMO	0.2982	Eh
structure (SMILES)	C=C[C@H](C1=CC(=O)C(OC)=CC1=O)c1ccccc1
spin multiplicity	1

Last column: natural (NBO) charge in e.
CARTESIAN COORDINATES (ANGSTROEM)
C 2.1860 2.5307 0.8931  -0.388
C 1.1232 2.2734 0.1591  -0.177
C 0.9249 1.0277 -0.6817  -0.327
C -0.4718 0.4553 -0.5893  -0.014
C -0.6965 -0.8656 -0.6583  -0.213
C -2.0188 -1.4792 -0.5449  0.461
O -2.2262 -2.6515 -0.7697  -0.468
C -3.1112 -0.5519 -0.0947  0.310
O -4.2290 -1.1957 0.2449  -0.452
C -5.3307 -0.4521 0.7120  -0.257
C -2.9056 0.7804 -0.1019  -0.410
C -1.6482 1.3754 -0.5270  0.512
O -1.5775 2.5517 -0.8398  -0.527
C 1.9616 -0.0219 -0.3617  -0.036
C 2.9221 -0.4008 -1.2873  -0.206
C 3.8701 -1.3596 -0.9653  -0.206
C 3.8633 -1.9492 0.2852  -0.213
C 2.9088 -1.5713 1.2193  -0.226
C 1.9674 -0.6167 0.8968  -0.159
H 2.2690 3.4562 1.4383  0.202
H 3.0128 1.8468 0.9881  0.199
H 0.3305 3.0004 0.0752  0.231
H 1.0460 1.3537 -1.7271  0.248
H 0.1127 -1.5671 -0.8045  0.234
H -5.0674 0.1115 1.6142  0.184
H -6.1037 -1.1791 0.9459  0.209
H -5.6949 0.2405 -0.0528  0.185
H -3.6885 1.4859 0.1334  0.236
H 2.9350 0.0587 -2.2668  0.212
H 4.6113 -1.6472 -1.6949  0.215
H 4.5992 -2.6961 0.5391  0.215
H 2.9012 -2.0241 2.1994  0.214
H 1.2249 -0.3193 1.6239  0.209